Here is 12 unconnected molecules or ions with the total composition C65H165N11O22 from the Open Molecules 2025 dataset. Energies are from ωB97M-V/def2-TZVPD.

Positions of all 263 atoms, in Å:
H -16.531 0.480 -15.652
C 3.582 -6.490 10.029
H 15.953 0.606 8.523
H 2.600 -1.201 0.501
C -2.743 3.406 -4.467
H -4.362 -9.748 2.427
H -0.554 -10.879 -0.047
O 14.679 1.949 9.344
H 10.475 3.920 9.834
C 7.144 14.690 -2.411
H 2.796 12.005 -2.332
C 11.031 5.049 5.626
H -2.805 -9.031 2.743
H 4.581 12.070 1.176
C 3.006 10.541 -3.791
C -5.140 1.703 7.916
H -14.096 0.431 -11.691
H 6.964 9.737 -4.167
O 1.117 12.141 -3.479
H -8.336 -1.059 -12.126
H 9.929 -0.025 -0.120
H -10.622 -1.277 -13.133
H -4.378 2.382 8.299
C -3.551 -9.187 1.964
H 4.479 8.333 -3.457
H 7.696 13.027 -1.374
H 8.744 8.007 -5.098
H 6.477 14.872 -5.044
C -2.374 1.649 6.675
O 6.449 -3.442 -3.467
H 8.446 6.341 -4.604
H -0.228 1.235 -7.443
H 8.602 7.457 -3.351
H 4.156 12.288 4.306
O 6.832 7.640 -4.514
C -6.289 1.311 8.864
H -13.487 -10.443 -7.319
C -9.283 -9.399 -3.848
O -1.337 2.192 -5.909
H -17.786 0.181 -14.616
C -2.076 -9.179 -3.985
H -2.589 -10.713 -1.810
H -3.276 -0.145 5.840
H -4.170 1.308 5.406
H -6.797 0.444 8.440
H 1.032 3.912 0.222
H -3.414 5.457 -4.574
C -1.054 -0.216 7.404
H 5.057 10.767 4.514
H -8.116 -2.046 -10.810
H -0.642 -0.698 8.291
O -4.013 -7.931 1.410
H 3.938 10.955 3.164
C -14.641 0.837 -13.701
O 1.372 1.922 0.069
H -17.176 -11.223 -7.715
C -0.884 -9.968 -0.546
O -5.659 1.175 10.124
H -9.612 -8.369 -3.717
C -6.428 0.356 11.017
C 5.617 -4.446 -4.087
H -2.661 2.653 6.986
H 6.990 -0.875 -3.648
C 5.276 -7.924 16.595
H -3.682 -6.645 3.033
H 4.706 8.989 -5.139
H 12.275 3.087 11.329
H 4.908 11.126 -4.069
H -13.671 -11.435 -4.547
C 5.249 12.682 1.781
H 1.047 -2.655 -1.785
H -2.049 -8.194 -4.451
H -1.987 4.196 -6.321
H 8.381 0.190 -2.108
O -1.591 -9.053 -2.647
C 2.302 0.936 0.469
H -0.437 -1.956 -3.893
H 1.969 -0.739 -1.058
H 2.399 0.916 1.555
C -11.201 -9.966 -5.053
H -5.603 2.299 7.130
H 3.287 1.186 0.075
H -1.784 1.785 5.769
H -8.796 -0.312 -10.582
H -14.694 1.899 -13.465
H 11.535 4.595 4.773
C 8.225 7.382 -4.371
O -15.891 0.218 -13.647
H -0.122 -0.153 0.173
N 12.591 3.776 9.398
C 15.729 1.057 9.489
O -10.144 -1.688 -11.189
H -0.784 3.958 -5.001
C 7.839 -1.550 -3.751
H 4.951 -4.903 -3.355
C -3.625 0.818 6.212
H -5.859 0.627 -1.097
H -0.795 -2.400 0.610
C -6.712 -1.099 -0.780
H -8.195 -9.465 -3.886
H 0.622 12.971 -1.653
O 4.206 -7.543 15.734
H -11.404 -11.620 -6.507
H 5.540 13.258 -0.705
H -10.917 0.118 -12.078
C -1.251 -1.900 -3.170
H -5.974 0.423 12.006
C -15.383 -11.766 -5.924
C 0.193 -2.222 0.185
H 2.365 9.806 -3.304
H 9.748 4.714 7.925
C -16.834 0.713 -14.631
H 14.775 3.355 10.848
C 9.064 -0.651 -1.993
C 6.451 8.843 -3.811
H 0.843 -3.008 0.569
C -11.756 -10.602 -6.342
O 8.094 -1.040 0.185
H 13.208 3.678 8.604
H -6.926 2.190 8.958
O -9.824 -10.100 -4.950
H 2.369 -5.791 12.260
C 7.349 -2.820 -4.349
C 14.238 2.439 10.604
N 0.552 -0.822 0.516
C -8.775 -1.245 -11.145
C -3.175 4.730 -3.798
H 14.346 1.635 11.332
N 8.564 -1.910 -2.508
O -15.392 -12.158 -7.236
H 7.921 -2.350 -1.864
H -6.537 -0.686 10.715
C 4.595 -7.052 14.428
N 3.313 -6.052 12.505
H -9.615 -9.893 -2.935
H -1.909 -1.123 -3.559
H -15.937 -10.838 -5.783
H -3.475 -10.475 0.222
C -16.660 -12.176 -7.823
C -0.437 2.200 -6.983
C -13.860 -11.614 -5.606
H 6.730 8.753 -2.761
H 8.622 -1.651 2.111
H -16.470 -12.333 -8.885
H 3.116 12.754 -3.845
H -6.781 -1.522 -1.782
C 10.835 4.792 7.938
N -13.175 -10.511 -6.361
H -11.481 -8.913 -5.046
H 6.901 12.091 0.582
H -1.456 3.203 -2.842
H -2.375 -10.875 1.338
C 3.895 -6.942 11.495
C -4.498 -7.088 2.462
H -1.036 -11.066 -2.409
C -1.603 -10.266 -1.933
C 12.771 2.763 10.414
H 4.020 -8.157 7.106
O 5.686 12.023 2.965
H -12.676 -1.425 -10.914
H 11.199 5.770 8.253
H 2.716 3.528 0.367
C 8.099 -0.858 1.576
H 5.174 15.507 -4.147
C -10.936 -0.970 -12.135
H 5.333 -6.263 14.575
H -0.790 2.736 -7.865
H 2.432 -7.366 14.001
H -17.236 -12.990 -7.384
H 3.585 -7.980 11.611
H -2.586 5.125 -2.970
H -11.318 -9.980 -7.122
H 8.190 -3.498 -4.497
C 3.235 -6.647 13.839
H 5.088 -7.856 13.882
H -7.452 0.714 11.123
C 0.608 13.176 -2.723
H 8.550 -1.068 -4.422
C -12.337 -1.604 -11.935
C 7.374 14.027 -1.084
H -2.147 -8.470 -0.057
H -12.305 -2.693 -11.914
C 4.665 11.477 3.785
C 1.915 -0.513 0.007
C -2.808 -9.966 0.918
O 11.499 4.337 6.769
O -1.627 1.049 7.750
H 5.978 -7.155 16.919
H 2.541 -6.194 9.899
H 2.714 10.450 -4.837
H 0.009 -9.364 -0.706
H -0.395 13.466 -3.035
C 6.495 13.051 0.901
H 7.073 -0.821 1.940
H -5.915 -1.548 -0.187
O -0.660 -1.482 -1.944
H 15.539 0.260 10.208
H -0.403 -3.483 -1.360
O 3.925 -7.567 9.119
H -17.058 1.761 -14.435
C 4.907 9.122 -4.076
N -13.283 -1.141 -12.956
C 9.360 -0.881 -0.482
H 9.949 4.938 5.553
H -1.865 -0.874 7.093
H -13.997 -1.816 -13.191
H 10.930 2.769 8.634
H 2.599 -7.207 7.485
C 11.163 3.769 9.002
H 4.086 -6.413 7.349
N 4.435 10.376 -3.586
H 0.525 2.673 -6.785
H 4.992 -4.136 -4.925
H 11.318 6.101 5.632
H 12.317 1.832 10.074
H 8.062 14.826 -2.982
C 1.721 3.180 0.644
H -1.817 1.820 -3.662
H -12.820 0.938 -12.700
H 1.545 3.231 1.718
C 2.542 11.946 -3.390
H -14.249 0.713 -14.710
H 2.836 -5.862 14.480
H -1.536 -9.932 -4.559
H -15.786 -12.560 -5.296
H 4.715 13.594 2.047
H 6.262 -5.269 -4.395
H 5.031 13.912 -4.842
H -7.571 -1.516 -0.254
C 3.654 -7.340 7.727
N -2.189 2.692 -3.314
H 4.080 -5.581 9.694
H -0.283 -0.210 6.633
H -1.745 -2.871 -3.159
C -13.678 0.265 -12.684
H -5.048 -6.272 1.993
H 4.786 -8.299 17.493
H 5.878 -8.759 16.237
H 6.987 -2.564 -5.344
H -4.118 4.574 -3.275
H -3.659 2.936 -4.825
H 16.643 1.471 9.914
O -6.726 0.283 -0.868
H 4.973 -7.099 11.517
H -11.674 -10.435 -4.190
N 6.176 13.895 -0.247
H -13.369 -12.534 -5.922
O 6.186 13.928 -3.146
N -1.681 -9.248 0.387
H 8.156 14.522 -0.508
H 7.268 13.490 1.532
C 0.095 -2.517 -1.274
H 1.256 14.015 -2.976
H 8.575 0.108 1.751
H 10.025 -0.465 -2.473
N -4.511 0.477 7.330
C 5.718 14.578 -4.320
H -5.183 -7.695 3.054
H -3.867 0.138 8.031
H 6.784 15.702 -2.226
H 9.930 -1.809 -0.420
C -1.650 3.542 -5.517
H -3.140 -9.412 -4.043

Its SMILES is COC[C@H](C)N.COCCNCCOC.COCCNCCOC.COCCNCCOC.COCCNCCOC.COCCNCCOC.COCCNCCOC.COCCNCCOC.COCCNCCOC.COCCNCCOC.COCCNCCOC.CO. Its multiplicity is 1. For the calculated total energy, the calculation gives -4832.4155 hartree. The energy relative to the best compared isomer or geometry (same formula, charge and spin) is 9.1 kcal per mole. As for the total charge: 0. For the HOMO-LUMO gap, the calculation gives 8.983 eV.